{"formula": "C28H39F5N2O11Si2", "method": "wB97M-V/def2-TZVPD", "symbols": ["C", "C", "Si", "C", "O", "N", "O", "C", "C", "C", "N", "O", "Si", "O", "C", "C", "C", "C", "C", "O", "C", "C", "F", "F", "C", "C", "C", "C", "C", "C", "F", "F", "F", "C", "H", "H", "H", "H", "H", "H", "H", "H", "H", "H", "H", "H", "H", "H", "H", "H", "H", "H", "H", "H", "H", "H", "H", "H", "H", "H", "H", "C", "C", "C", "O", "C", "O", "O", "H", "H", "H", "H", "H", "H", "C", "C", "C", "O", "C", "O", "O", "H", "H", "H", "H", "H", "H"], "positions_angstrom": [[6.1913, -1.3632, -2.3988], [5.1422, -1.4656, -1.7994], [3.4443, -1.7832, -1.0402], [2.1723, -1.9924, -2.4407], [0.9197, -2.5700, -1.9172], [-0.0919, -1.9535, -2.6910], [-0.1650, -2.5132, -3.7220], [3.5649, -3.5034, -0.1764], [4.8956, -4.2573, -0.4925], [4.8998, -5.2648, -1.7165], [5.9413, -4.0971, 0.2356], [3.0087, -0.6807, 0.1869], [2.7681, 0.9196, -0.3619], [2.9616, 1.1316, -2.0377], [1.0331, 1.4600, 0.2454], [-0.0900, 0.3550, 0.0264], [-1.2848, 0.8664, -0.9346], [-2.6724, 0.8072, -0.1839], [-3.9355, 0.6354, -1.1187], [-3.6391, 0.1736, -2.4520], [-4.8892, 0.1691, -3.1718], [4.0046, 2.1001, 0.5813], [3.2799, 3.3081, 0.7713], [4.3042, 1.4711, 1.8027], [5.2984, 2.3363, -0.2649], [6.3621, 1.3279, -0.1619], [7.5810, 1.5104, -0.9653], [7.6789, 2.6884, -1.8391], [6.5943, 3.6996, -1.9370], [6.7786, 4.9104, -2.9211], [7.6378, 5.8667, -2.4647], [7.2326, 4.3858, -4.1310], [5.5045, 5.4217, -3.1608], [5.3716, 3.5285, -1.1241], [7.1119, -1.4681, -3.0169], [2.5939, -2.7943, -3.1314], [2.0078, -1.0895, -3.0855], [2.6420, -4.1205, -0.3986], [3.5424, -3.3249, 0.9425], [5.5043, -6.1604, -1.3907], [5.3837, -4.7398, -2.5842], [3.8475, -5.5848, -1.9356], [6.6735, -4.6993, -0.1795], [3.9017, 1.0641, -2.3055], [1.1579, 1.5856, 1.3682], [0.7402, 2.4716, -0.1425], [0.3004, -0.6419, -0.3085], [-0.5777, 0.1837, 1.0353], [-1.0598, 1.9466, -1.1455], [-1.2206, 0.2379, -1.8576], [-2.7972, 1.8104, 0.3327], [-2.7285, 0.0398, 0.6372], [-4.5757, 1.5741, -1.1900], [-4.5917, -0.1560, -0.6380], [-5.1748, 1.2354, -3.3999], [-4.8210, -0.4556, -4.1005], [-5.7142, -0.2576, -2.5246], [6.1981, 0.4524, 0.5187], [8.3920, 0.7395, -0.8788], [8.6165, 2.8249, -2.4449], [4.5699, 4.3042, -1.1941], [-2.3660, -4.2411, 3.0278], [-2.8053, -2.8233, 3.3170], [-3.5930, -2.6631, 4.5864], [-4.3484, -1.4816, 4.3181], [-4.5184, -1.4303, 2.9662], [-5.2506, -0.6768, 2.4061], [-3.7430, -2.3598, 2.3417], [-1.4878, -4.5019, 3.6209], [-3.1578, -4.9583, 3.2569], [-2.1258, -4.3612, 1.9698], [-1.9407, -2.1515, 3.2896], [-2.9599, -2.5297, 5.4642], [-4.2934, -3.4823, 4.7711], [-9.7317, 2.6454, 2.7936], [-8.2901, 2.2538, 2.5577], [-7.2853, 3.2503, 3.0611], [-6.1580, 2.9776, 2.2307], [-6.6500, 2.4891, 1.0585], [-6.0016, 2.3230, 0.0730], [-7.9813, 2.2212, 1.1618], [-10.0242, 2.4391, 3.8246], [-9.8930, 3.7086, 2.5995], [-10.3946, 2.0966, 2.1222], [-8.1039, 1.2528, 2.9605], [-7.0374, 3.1078, 4.1135], [-7.5846, 4.2900, 2.9013]], "forces_ev_per_angstrom": [[0.6, -0.7, -0.8], [-0.5, 0.3, -0.1], [0.1, -0.9, 1.3], [0.7, -0.9, -0.9], [1.3, 1.0, 0.7], [-0.6, -1.1, -1.6], [-0.6, 0.9, 0.6], [0.4, -0.3, 0.7], [-0.4, -0.6, -0.2], [-0.1, 0.6, 1.1], [-0.9, -0.3, -1.0], [0.6, 0.6, -2.6], [-1.4, 0.5, 0.7], [0.7, -0.6, 1.4], [0.3, -0.7, 0.4], [-1.2, 0.8, 0.4], [0.9, -0.5, 0.9], [-0.3, 0.8, -0.5], [-0.6, -0.1, 0.5], [-0.9, 0.0, 0.1], [-0.2, 0.1, 0.3], [0.3, -0.5, -1.2], [1.3, -1.3, 0.3], [-0.2, 1.3, -0.9], [0.9, 0.7, 0.2], [0.1, 2.1, -1.5], [-2.1, 1.5, 0.1], [-1.2, -0.2, 0.9], [0.2, -1.9, 1.6], [-1.2, -2.1, 0.2], [-1.3, -1.0, -1.0], [-0.3, 1.4, 1.6], [2.2, 0.1, 0.2], [2.5, -1.3, -0.5], [-1.3, 0.4, 1.0], [-0.2, 1.0, 0.6], [0.0, -0.7, 0.8], [1.1, 0.6, 0.0], [0.1, 0.0, -1.2], [-0.6, 0.9, -0.6], [-0.6, -0.7, 0.6], [1.1, 0.3, -0.1], [-0.2, 0.4, 0.5], [-0.6, 0.1, 0.0], [0.1, 0.0, -1.2], [0.3, -1.0, 0.2], [-0.2, 1.0, 0.2], [0.7, 0.0, -1.0], [-0.3, -1.1, -0.3], [-0.5, 0.8, 0.7], [0.1, -1.2, -0.4], [0.3, 0.5, -1.0], [1.2, -1.2, 0.1], [0.5, 0.9, -0.4], [0.2, -1.0, 0.0], [0.2, 0.7, 0.8], [0.8, 0.3, -0.6], [0.3, 1.0, -0.8], [-0.8, 1.1, -0.3], [-1.2, -0.1, 0.7], [0.7, -1.1, 0.3], [-0.2, -0.2, -0.2], [0.5, -0.9, -0.1], [0.2, 0.1, 0.6], [-0.1, 0.0, -0.4], [-0.3, 0.3, -0.3], [0.1, -0.2, 0.2], [-0.3, 0.5, 0.3], [0.0, 0.1, 0.0], [0.0, 0.1, 0.0], [0.1, 0.1, 0.1], [-0.1, 0.0, 0.1], [-0.1, 0.2, 0.0], [0.1, -0.1, -0.1], [-0.2, 0.1, -0.2], [-0.9, 0.1, 0.3], [0.3, 0.0, 0.5], [-0.2, -0.1, -0.4], [0.3, -0.1, -0.4], [-0.5, 0.3, 0.5], [0.6, 0.1, 0.0], [0.1, 0.0, -0.1], [0.1, 0.0, 0.0], [0.1, -0.1, 0.1], [0.1, 0.1, 0.0], [0.2, 0.0, -0.1], [-0.2, -0.1, 0.0]], "mulliken_charge": [0.70, -1.22, 0.88, -0.35, -0.17, 0.21, -0.35, -0.71, 0.38, -1.24, -0.67, -0.45, 0.25, -0.60, -1.15, 0.17, -0.52, -0.05, -0.35, -0.32, -0.72, 1.07, -0.32, -0.31, -0.24, -0.57, -0.68, -0.60, 0.23, 0.75, -0.22, -0.25, -0.26, -0.30, 0.37, 0.40, 0.48, 0.47, 0.38, 0.46, 0.25, 0.30, 0.26, 0.31, 0.33, 0.44, 0.02, 0.01, 0.31, 0.27, 0.19, -0.27, 0.35, 0.28, 0.28, 0.25, 0.27, 0.45, 0.45, 0.33, 0.40, -1.49, 0.67, -0.55, -0.32, 0.65, -0.51, -0.37, 0.39, 0.34, 0.37, 0.20, 0.31, 0.30, -1.49, 0.58, -0.51, -0.31, 0.59, -0.53, -0.36, 0.39, 0.34, 0.37, 0.26, 0.31, 0.31], "largest_force_ev_per_a": 2.86, "energy_ha": -3105.7304, "total_charge": 0}